C50H100F15N5O10 | ωB97M-V/def2-TZVPD

```
180
Properties=species:S:1:pos:R:3:forces:R:3:mulliken_charge:R:1
C 2.8463 -4.1524 -1.3445 -0.484 -0.627 -0.687 -1.348
C 1.4769 -4.8721 -1.5256 1.024 0.347 1.344 0.556
O 1.0428 -4.7697 -2.8714 0.250 0.079 -1.485 -0.271
C 0.0831 -5.5370 -3.3386 -1.602 -1.899 3.488 0.486
O -0.6081 -6.3232 -2.6580 1.908 2.085 -2.096 -0.592
C -0.1871 -5.3378 -4.8163 1.588 0.791 -1.198 0.837
F 0.1401 -6.4050 -5.5233 0.381 -0.869 -0.027 -0.268
F -1.4537 -5.1250 -5.0189 -1.253 0.701 -0.058 -0.231
F 0.5572 -4.3095 -5.3535 -0.903 -0.573 0.715 -0.250
H 2.9139 -3.3252 -2.0511 -0.125 0.315 0.376 0.076
H 3.7011 -4.7876 -1.5769 -0.160 -0.280 -0.098 0.520
H 2.9807 -3.8514 -0.3055 -0.210 0.271 -0.124 0.352
H 0.7444 -4.3704 -0.8933 -0.138 -0.197 0.016 -0.509
H 1.5747 -5.9176 -1.2334 -0.315 -0.007 -0.049 0.622
C -3.2907 -3.5259 0.5977 0.165 0.317 0.017 -0.592
C -2.8109 -4.7248 -0.2076 0.584 0.906 0.396 -0.189
O -2.4069 -5.7828 0.6867 0.998 -1.605 0.732 -0.341
C -1.1931 -5.7784 1.2840 0.091 3.459 -0.910 0.406
O -0.4589 -4.7849 1.2845 -1.137 -2.513 0.101 -0.431
C -0.8054 -7.1127 2.0019 -0.312 1.068 -1.598 0.807
F 0.1410 -7.7101 1.2660 -0.042 -0.162 0.014 -0.239
F -0.3227 -6.8999 3.1985 0.275 0.251 0.841 -0.226
F -1.8682 -7.8743 2.0750 -0.514 -0.925 0.262 -0.243
H -3.9493 -2.8916 0.0044 -0.288 -0.223 0.023 0.425
H -2.4978 -2.8501 0.9181 0.308 -0.297 0.020 -0.193
H -3.7849 -3.8825 1.5015 -0.304 0.094 -0.185 0.513
H -1.9528 -4.4853 -0.8355 -0.055 0.030 -0.087 -0.076
H -3.6197 -5.0983 -0.8357 0.203 -0.421 0.262 0.346
C 3.4829 6.4476 -1.6348 0.536 0.005 0.699 -1.401
C 3.7060 4.9806 -1.9313 -1.106 0.732 -0.794 0.930
O 4.9666 4.4498 -1.5232 0.647 -0.418 1.443 -0.321
C 5.1773 4.1481 -0.2202 -2.701 0.815 1.080 0.362
O 4.3581 4.2500 0.7102 2.617 -0.394 -2.875 -0.480
C 6.6473 3.6761 -0.0404 -0.184 0.018 1.135 0.900
F 7.4641 4.7277 0.0866 -0.011 0.291 -0.943 -0.270
F 6.8178 3.0043 1.0863 -0.615 -0.443 0.848 -0.267
F 7.0198 2.8530 -1.0002 0.295 0.234 -0.968 -0.222
H 2.6161 6.7707 -2.2112 -0.021 0.063 0.121 0.368
H 4.3602 6.9980 -1.9747 -0.061 0.159 -0.074 0.441
H 3.3433 6.6613 -0.5751 -0.138 0.002 -0.022 0.245
H 3.6902 4.9907 -3.0211 0.432 -0.848 -0.011 0.248
H 2.8658 4.3731 -1.5948 0.240 -0.203 0.287 -0.504
C 3.5604 0.2836 -5.7686 -0.588 0.182 -1.687 -1.637
C 3.0782 0.7229 -4.3971 2.814 -0.375 -0.896 0.421
O 1.9421 1.5437 -4.4485 -1.373 1.574 0.078 0.008
C 2.0315 2.8480 -4.7815 3.296 0.689 -1.121 0.343
O 3.0524 3.4681 -5.1732 -3.563 -2.374 1.679 -0.592
C 0.6564 3.6089 -4.7288 1.439 -1.092 0.147 0.821
F 0.5122 4.1826 -5.8828 -0.631 0.538 -1.717 -0.265
F -0.3850 2.7823 -4.5226 0.456 0.825 0.556 -0.228
F 0.7727 4.6084 -3.8495 -0.660 -0.490 0.832 -0.208
H 3.7927 1.0900 -6.4642 0.182 0.661 0.542 0.397
H 2.7837 -0.1994 -6.3615 -0.197 -0.627 0.407 0.347
H 4.4611 -0.3293 -5.8018 -0.182 -0.202 0.613 0.386
H 3.9315 1.2719 -3.9990 -0.226 0.266 0.517 0.129
H 2.9429 -0.1688 -3.7849 -0.770 0.437 0.152 0.139
C -2.5361 -4.2427 4.0625 -0.095 0.287 0.429 -0.440
C -2.9359 -4.1898 5.5341 1.814 0.774 0.115 -0.719
O -4.2538 -4.6852 5.7540 -1.112 -1.041 0.121 -0.204
C -4.6694 -5.0073 6.9844 2.912 2.122 3.443 0.345
O -4.0150 -4.7028 8.0283 -2.897 -1.628 -3.906 -0.557
C -6.0914 -5.7231 7.0393 0.681 0.846 -0.311 0.788
F -5.9770 -6.8273 7.8071 -0.409 0.764 -1.206 -0.224
F -7.0258 -4.9086 7.6423 1.224 -1.202 -1.310 -0.231
F -6.4387 -6.0058 5.7305 -0.216 0.001 2.387 -0.231
H -2.7770 -5.2499 3.7224 -0.367 0.354 -0.726 0.453
H -1.4695 -4.0977 3.8906 0.327 -0.344 0.743 0.454
H -2.8831 -3.3583 3.5281 -0.967 -0.602 -0.400 -0.085
H -2.8450 -3.1642 5.8917 -0.354 -0.032 0.235 0.306
H -2.1653 -4.7446 6.0693 -0.527 -0.364 0.476 0.350
C 0.3043 -1.1835 -2.7969 -0.154 0.027 0.171 0.019
C -0.2094 -0.0257 -1.9164 2.038 -1.440 0.530 0.172
N 0.4240 -0.2352 -0.5637 0.600 2.337 -1.050 1.358
C 0.6270 1.0883 0.0771 0.271 -0.235 0.901 -0.928
C 1.8515 1.8873 -0.3452 0.535 -0.393 -0.281 0.343
C -0.3107 -1.1127 0.2890 -0.424 -0.185 0.305 1.217
C 0.4457 -1.6839 1.4747 -0.111 -0.201 0.669 -0.876
H -0.1655 -2.1447 -2.5885 -0.402 0.046 -0.368 -0.483
H 1.3472 -1.3813 -2.5493 0.130 0.349 0.088 -0.640
H 0.2835 -0.8936 -3.8475 -0.383 -0.400 -0.134 0.705
H 0.2524 0.8349 -2.4004 -0.305 0.426 0.480 -0.073
H -1.2932 0.0803 -1.8702 -0.176 0.008 -0.020 0.084
H -0.2891 1.6789 0.0710 -0.236 0.268 -0.427 0.112
H 0.8056 0.9433 1.1426 -0.155 -0.404 0.160 0.311
H 2.7513 1.3083 -0.1368 0.024 -0.434 -0.287 -0.241
H 1.8737 2.1636 -1.3993 -0.082 0.083 -0.107 -0.076
H 2.0562 2.7644 0.2686 -0.665 0.285 -0.008 -0.090
H -0.7287 -1.9050 -0.3320 0.142 -0.332 0.036 -0.333
H -1.1767 -0.5947 0.7010 -0.502 0.152 0.127 -0.608
H 1.3080 -2.3079 1.2401 -0.139 -0.074 -0.262 -0.074
H -0.2630 -2.2542 2.0752 -0.027 -0.509 -0.224 -0.282
H 0.7772 -0.9672 2.2261 0.176 0.578 -0.407 0.465
C -2.2124 3.2814 1.9627 -0.284 -0.392 0.167 -1.336
C -2.2160 1.7883 2.2783 -0.022 0.085 1.146 0.091
N -3.3729 1.3272 3.0500 -0.252 -0.155 -0.330 0.187
C -4.6748 1.6258 2.3744 0.128 -0.143 1.335 -0.017
C -5.8315 1.5614 3.4101 0.193 -0.659 -0.309 -1.380
C -3.2350 -0.1259 3.3778 -1.128 0.577 0.191 -0.011
C -2.2039 -0.4693 4.4273 0.157 0.720 0.404 -0.632
H -2.9757 3.4843 1.2115 0.504 0.228 -0.481 0.423
H -1.1943 3.5794 1.7121 -0.244 0.172 -0.545 0.190
H -2.4960 3.9272 2.7937 0.037 -0.365 0.425 0.304
H -2.0580 1.1733 1.3923 -0.230 0.071 -0.554 -0.214
H -1.3483 1.5639 2.8987 0.183 0.086 0.104 0.208
H -4.7505 2.6286 1.9540 0.708 0.222 0.326 0.355
H -4.7757 1.0147 1.4775 -0.470 -0.701 0.012 0.094
H -5.8567 0.6487 4.0055 0.134 -0.289 -0.297 0.321
H -5.7452 2.3260 4.1821 0.102 0.385 -0.409 0.316
H -6.8017 1.6131 2.9160 -0.017 0.242 -0.003 0.406
H -3.0956 -0.7390 2.4874 0.102 -0.074 -0.495 0.033
H -4.1813 -0.4353 3.8216 -0.179 0.010 -0.281 0.392
H -2.4034 0.1555 5.2979 0.344 0.412 -0.049 0.453
H -1.1921 -0.3113 4.0539 0.106 -0.140 0.310 0.072
H -2.3191 -1.4638 4.8582 0.077 -0.236 -0.642 -0.375
C -6.8714 -1.5233 -5.3336 -0.835 0.759 0.560 -1.400
C -5.4794 -1.3349 -4.7900 0.883 -1.266 0.161 -0.221
N -5.3799 -0.9885 -3.3527 0.307 -0.862 -0.592 0.154
C -5.8573 0.3480 -3.1601 -0.913 0.370 1.601 -0.220
C -6.1388 0.5862 -1.6660 0.025 0.014 0.749 -1.115
C -4.0188 -1.1353 -2.7901 -0.122 -0.254 -1.046 -0.392
C -3.4440 -2.5299 -2.9386 0.325 -0.322 1.014 -0.969
H -6.9124 -1.9745 -6.3250 0.378 0.523 -0.212 0.418
H -7.3984 -0.5705 -5.2823 -0.491 -0.233 -0.418 0.338
H -7.3969 -2.2627 -4.7293 -0.051 0.195 0.379 0.323
H -5.1272 -2.3408 -5.0184 1.011 0.010 0.731 0.224
H -4.8342 -0.6548 -5.3460 -0.158 0.312 -0.507 0.358
H -5.1732 1.1111 -3.5313 0.252 0.169 -0.312 0.315
H -6.8392 0.4866 -3.6125 0.311 -0.080 -0.527 0.269
H -5.7697 1.5411 -1.2917 -0.152 0.175 -0.154 0.296
H -7.1969 0.4927 -1.4217 -0.111 0.268 -0.230 0.437
H -5.6945 -0.1590 -1.0062 0.271 -0.122 -0.247 0.181
H -3.9794 -0.8638 -1.7352 -0.502 -0.215 0.098 -0.141
H -3.2935 -0.4346 -3.2039 0.013 0.484 -0.720 0.387
H -4.0136 -3.1850 -2.2795 -0.123 -0.344 -0.315 0.200
H -2.4415 -2.5013 -2.5116 0.191 0.011 0.121 0.013
H -3.3039 -2.9936 -3.9151 -0.460 0.407 -0.128 0.532
C 8.8384 -0.9955 0.2235 1.345 -0.459 0.594 -1.517
C 7.5104 -0.3390 0.0694 -1.195 -0.712 -1.030 0.085
N 6.3776 -1.2443 0.4433 0.492 1.141 -0.232 0.125
C 5.0602 -0.6023 0.0335 1.066 -2.140 -0.516 0.247
C 4.7932 -0.8272 -1.4688 0.528 0.403 0.153 -0.848
C 6.4482 -1.5239 1.8838 -1.412 -0.523 0.762 -0.282
C 5.4993 -2.6646 2.2915 0.013 -0.009 -0.079 -1.267
H 8.9632 -1.9111 -0.3545 -0.623 -0.192 0.011 0.328
H 9.0573 -1.2449 1.2618 0.130 0.018 -0.012 0.344
H 9.6811 -0.4094 -0.1431 -0.183 0.562 0.144 0.445
H 7.3873 0.6286 0.5561 0.363 0.089 0.379 0.083
H 7.4355 -0.1452 -1.0006 -0.410 0.166 -0.124 0.216
H 5.0023 0.4712 0.2133 0.019 0.098 0.601 -0.140
H 4.3058 -1.1940 0.5520 -0.176 0.590 0.265 -0.082
H 5.3769 -0.1136 -2.0502 -0.070 0.129 -0.166 0.409
H 3.7368 -0.6688 -1.6857 -0.057 0.007 0.016 -0.157
H 5.1039 -1.8116 -1.8190 -0.135 -0.140 0.297 0.387
H 7.3946 -1.8446 2.3191 0.464 0.312 -0.968 0.372
H 6.1629 -0.6369 2.4494 -0.021 0.396 0.252 0.229
H 4.4579 -2.3477 2.2355 -0.069 -0.318 -0.183 0.193
H 5.7066 -3.5435 1.6810 -0.306 0.093 -0.361 0.306
H 5.6536 -3.0331 3.3056 0.177 0.438 0.223 0.464
C -0.6789 5.5601 -0.5477 0.278 1.018 0.944 -0.885
C -0.2649 6.7057 0.4650 0.194 -1.451 -0.946 -0.791
N 0.1168 6.0890 1.7450 0.386 0.155 -0.606 0.572
C -0.1452 6.9985 2.8635 0.274 -1.064 0.387 -0.660
C 0.4204 8.3853 2.8401 0.476 0.807 -0.287 -1.229
C 1.4887 5.5090 1.6548 -0.177 -0.555 1.982 0.323
C 1.8127 4.4741 2.8358 0.044 0.446 -1.193 -1.237
H -1.5820 5.0882 -0.1607 0.010 0.009 -0.129 0.151
H 0.1048 4.8030 -0.5733 -0.036 -0.032 -0.114 0.006
H -0.8520 5.9237 -1.5606 0.005 0.091 0.030 0.473
H 0.5735 7.2893 0.0847 0.299 0.067 -0.406 0.352
H -1.0686 7.4383 0.5379 -0.256 -0.271 0.463 0.576
H -1.2294 7.0990 2.9133 -0.116 -0.157 0.199 0.397
H 0.2133 6.5008 3.7646 -0.296 -0.128 0.133 0.382
H 0.0848 8.9484 3.7110 -0.396 0.034 -0.091 0.437
H 1.5043 8.4787 2.9078 0.163 -0.397 -0.296 0.260
H 0.0846 8.8708 1.9238 0.095 0.415 0.124 0.291
H 2.2779 6.2591 1.7057 0.064 0.507 0.033 0.347
H 1.6483 5.0311 0.6883 -0.325 -0.148 0.136 -0.579
H 1.2590 3.5395 2.7472 -0.457 0.177 0.020 0.042
H 1.7020 4.8812 3.8409 -0.354 0.166 -0.150 0.505
H 2.8529 4.1515 2.7895 0.155 0.274 -0.299 0.342
```
Forces are in eV/Å.

The value obtained for the LUMO energy is 0.44 eV. For the strongest force on any atom, the calculation gives 5.13 eV/A. As for the SMILES: CCOC(=O)C(F)(F)F.CCOC(=O)C(F)(F)F.CCOC(=O)C(F)(F)F.CCOC(=O)C(F)(F)F.CCOC(=O)C(F)(F)F.CCN(CC)CC.CCN(CC)CC.CCN(CC)CC.CCN(CC)CC.CCN(CC)CC. The HOMO energy is -8.369 eV.